[1]
Here is a structure of composition C5H2Cl2O4 from OMol25. Energies are from wB97M-V/def2-TZVPD.

Cartesian coordinates (Å):
C1 0.47389 0.43726 1.35886
C2 2.25012 1.88680 0.08700
C3 0.97059 -1.57869 -0.61193
C4 0.54254 -0.32741 0.14698
C5 -0.21568 -0.72314 -0.84493
O1 -0.44387 0.18682 2.15749
O2 2.84455 2.81743 0.50779
O3 1.42630 1.25866 1.55359
O4 2.06317 1.12615 -0.77245
Cl1 -1.34918 -0.31591 -1.90692
Cl2 -11.14146 -0.70177 -0.48659
H1 1.88421 -1.57467 -1.21150
H2 0.69483 -2.49151 0.02260

Computed properties:
Orbital gap ... 0.2527 Ha
F_max ... 4.058 eV/Å
Total energy ... -38452.3919 eV
HOMO level ... -2.15 eV
LUMO ... 4.7 eV
Total charge ... -2

Löwdin atomic charge list, values in e, 2 entries: number 1, C, carries -0.584; number 2, C, carries -0.599

=====

[2]
Here is the molecule C4H6O from OMol25. Energies are from wB97M-V/def2-TZVPD.

Cartesian coordinates (Å):
C1 1.11957 -0.59984 0.97353
O1 0.21386 -1.44332 0.28577
C2 -1.20254 1.49651 -0.54981
C3 -0.81668 0.29172 -0.86976
C4 -0.35084 -0.92986 -0.85108
H1 1.51090 0.17827 0.30723
H2 1.93367 -1.24932 1.29917
H3 0.66790 -0.11392 1.84698
H4 -2.20397 1.66114 -0.15936
H5 -0.52777 2.34632 -0.60867
H6 -0.34411 -1.63769 -1.67398

Computed properties:
Orbital gap ... 0.3662 Ha
F_max ... 0.376 eV/Å
Total energy ... -6289.9957 eV
HOMO level ... -8.94 eV
LUMO ... 1.0 eV
Structure (SMILES) ... C=C=COC

Löwdin atomic charge list, values in e, 2 entries: number 1, C, carries -0.097; number 2, O, carries -0.145

=====

[3]
Here is the molecule C6H13N5 from OMol25. Energies are from wB97M-V/def2-TZVPD.

Cartesian coordinates (Å):
C1 -1.70247 1.24830 -0.84555
C2 -0.99831 0.37482 0.05446
C3 -1.26353 2.16406 -1.93062
C4 2.31419 -0.30653 1.55224
C5 0.99078 -2.25878 0.65258
C6 0.92318 -0.76971 1.07969
N1 -2.91686 1.32468 -0.31204
N2 -1.79529 -0.09606 0.93963
N3 -2.94864 0.48423 0.71762
N4 0.83618 -0.02322 -1.38721
N5 0.36700 0.07801 -0.06767
H1 -2.05683 2.93043 -2.19687
H2 -0.46119 2.80851 -1.78807
H3 -1.00127 1.72135 -2.88970
H4 3.23108 -0.15935 0.74249
H5 2.18557 0.60544 1.99939
H6 2.59152 -0.94171 2.30683
H7 0.46684 -2.93752 1.39130
H8 1.96680 -2.63503 0.28258
H9 0.29305 -2.43543 -0.13857
H10 0.19720 -0.67545 1.85970
H11 -3.75098 0.14813 1.23331
H12 1.74100 0.33848 -1.43180
H13 0.79099 -0.98764 -1.82370

Computed properties:
Orbital gap ... 0.3269 Ha
F_max ... 4.069 eV/Å
Total energy ... -13880.5786 eV
HOMO level ... -7.94 eV
LUMO ... 1.0 eV
Structure (SMILES) ... Cc1n[nH]nc1N(N)C(C)C

Löwdin atomic charge list, values in e, 2 entries: number 1, C, carries -0.248; number 2, C, carries -0.296

=====

[4]
Here is a cluster of 2 separate species, C22H21BF3NO2 in total from OMol25. Energies are from wB97M-V/def2-TZVPD.

Cartesian coordinates (Å):
C1 -3.39973 0.98333 2.37918
C2 -2.10917 0.33847 2.12709
C3 -1.90623 -1.00924 2.10256
C4 -0.63800 -1.26605 1.54526
C5 -0.03848 -0.01416 1.12068
B1 2.38452 -2.41292 4.96949
F1 1.94055 -3.36529 4.13585
F2 0.03456 0.11823 -0.27211
F3 1.43746 -1.77694 5.70943
O1 -0.97854 0.95615 1.63307
H1 -4.22974 0.27336 2.43564
H2 -3.38898 1.44621 3.36714
H3 -3.76002 1.70014 1.63774
H4 -2.69281 -1.68502 2.41373
H5 -0.16738 -2.20726 1.31111
C6 3.42433 3.63853 -3.29666
O2 3.61722 3.89373 -1.87770
C7 3.30035 2.92036 -0.98626
C8 2.95653 1.61313 -1.42250
C9 2.66499 0.67750 -0.46352
C10 2.41389 1.03698 0.88902
C11 2.02196 -0.09345 1.77289
C12 3.22644 -0.88233 2.11786
C13 3.81185 -1.52940 3.35419
C14 3.68336 -1.41726 4.79448
C15 4.14233 -2.56299 5.64589
C16 5.00281 -3.54039 5.08982
C17 5.49528 -3.35803 3.80388
C18 4.83261 -2.40848 2.97012
N1 5.02911 -2.21964 1.60034
C19 6.05529 -2.93910 0.86454
C20 4.15934 -1.28328 1.12186
C21 2.86139 2.32245 1.31336
C22 3.30052 3.24765 0.39418
H6 3.58546 4.58686 -3.81115
H7 4.16119 2.90778 -3.65083
H8 2.40224 3.28760 -3.48120
H9 2.93994 1.32246 -2.47949
H10 2.62084 -0.38383 -0.75467
H11 1.16127 -0.17538 2.46260
H12 3.45597 -0.42948 5.24218
H13 4.00854 -2.50805 6.73658
H14 5.31102 -4.40346 5.70009
H15 6.38377 -3.91278 3.45421
H16 6.33223 -3.77538 1.50412
H17 5.70340 -3.33960 -0.10039
H18 6.96847 -2.34574 0.69925
H19 4.26519 -0.93201 0.09913
H20 2.90949 2.58723 2.37346
H21 3.64179 4.23725 0.70142

Computed properties:
Orbital gap ... 0.1199 Ha
F_max ... 6.810 eV/Å
Total energy ... -37561.4243 eV
HOMO level ... -5.01 eV
LUMO ... -1.7 eV

Löwdin atomic charge list, values in e, 2 entries: number 1, C, carries -0.036; number 2, C, carries -0.321